Computed, not measured: a structure of composition C31H39N5Pt at a distorted geometry, with ωB97M-V with the def2-TZVPD basis set.

Geometry as XYZ:
```
76
C31H39N5Pt, DFT ωB97M-V with the def2-TZVPD basis set
Pt 0.017 0.294 -0.052
N 0.099 0.458 2.015
N -2.359 1.404 1.107
C -0.612 -1.164 -1.713
C -1.448 -1.579 -0.582
C -0.585 -2.147 0.395
C -1.021 -2.672 1.732
H -1.944 -2.246 2.109
H -0.328 -2.487 2.603
H -1.022 -3.753 1.679
C 0.821 -2.063 -0.118
C 2.069 -2.519 0.586
H 2.195 -3.573 0.417
H 2.069 -2.481 1.710
H 2.953 -1.927 0.365
C 0.787 -1.472 -1.408
C 1.946 -1.251 -2.311
H 2.867 -1.088 -1.758
H 1.778 -0.417 -2.985
H 2.041 -2.163 -2.896
C -2.922 -1.442 -0.454
H -3.359 -2.390 -0.794
H -3.312 -0.648 -1.088
H -3.236 -1.269 0.575
C -1.102 -0.697 -3.036
H -0.510 0.128 -3.437
H -2.144 -0.390 -2.988
H -1.032 -1.537 -3.735
C 1.409 -0.012 2.491
H 2.256 0.243 1.828
C 1.603 -0.236 3.970
H 2.626 -0.250 4.285
C 0.444 -0.278 4.734
H 0.548 -0.535 5.776
C -0.804 -0.057 4.189
H -1.703 -0.123 4.789
C -1.004 0.312 2.851
C -2.225 0.645 2.248
H -3.070 0.685 2.919
C -1.460 1.377 0.045
C -3.357 2.341 0.818
H -4.115 2.488 1.537
C -3.058 2.919 -0.319
H -3.509 3.708 -0.863
N -1.871 2.327 -0.811
C -1.100 2.850 -1.913
C -1.583 2.702 -3.231
C -0.789 3.173 -4.288
H -1.134 3.032 -5.315
C 0.420 3.835 -4.049
C 1.294 4.292 -5.192
H 2.153 3.627 -5.329
H 1.695 5.295 -5.016
H 0.744 4.311 -6.136
C 0.814 4.064 -2.727
H 1.727 4.625 -2.519
C 0.045 3.610 -1.650
C 0.389 3.995 -0.240
H -0.255 4.810 0.118
H 1.423 4.358 -0.175
H 0.292 3.169 0.474
C -2.929 2.089 -3.521
H -3.694 2.868 -3.652
H -3.281 1.429 -2.723
H -2.916 1.511 -4.460
C 1.877 -4.559 3.574
N 1.904 -3.154 4.123
C 3.252 -2.861 4.806
C 1.353 -2.107 3.577
N 1.013 -1.257 2.306
H 2.243 -5.281 4.292
H 2.532 -4.521 2.712
H 0.860 -4.756 3.285
H 3.934 -2.664 3.981
H 3.158 -1.994 5.450
H 3.601 -3.713 5.369
```

2S+1 = 3
maximum force = 9.11 eV/A
energy = -1597.22021 a.u.
expectation value of S² = 2.017
total charge = -2
LUMO level (spin up / spin down) = 4.373 / 4.253 eV
ΔE to the lowest compared entry with this formula, charge and spin = 140.28 kcal/mol